# 1
Density functional theory data (wB97M-V/def2-TZVPD) for a 9-piece molecular cluster, C9H36O9 overall in a non-equilibrium geometry.

Geometry as ORCA input:
```
! RIJCOSX wB97M-V def2-TZVPD def2/J DEFGRID3
* xyz 0 1
C -16.40 -15.01 -20.07
O -17.50 -14.16 -20.36
H -15.34 -14.66 -20.22
H -16.53 -15.89 -20.69
H -16.46 -15.34 -19.02
H -18.37 -14.65 -20.39
C -14.59 -12.02 -23.95
O -13.52 -11.22 -24.18
H -14.54 -12.47 -22.98
H -14.75 -12.89 -24.60
H -15.48 -11.43 -23.97
H -13.39 -10.55 -23.49
C -14.18 -15.94 -22.77
O -14.21 -16.72 -21.61
H -14.74 -16.34 -23.57
H -13.10 -15.74 -22.99
H -14.59 -14.95 -22.52
H -13.67 -16.29 -20.92
C -17.00 -18.58 -22.10
O -15.83 -19.01 -21.42
H -17.89 -19.01 -21.62
H -16.95 -18.76 -23.16
H -17.10 -17.49 -21.93
H -15.11 -18.45 -21.74
C -17.55 -14.67 -23.49
O -16.98 -13.50 -22.99
H -18.36 -14.98 -22.81
H -16.90 -15.51 -23.66
H -18.07 -14.42 -24.38
H -16.96 -13.64 -22.01
C -16.69 -11.22 -21.28
O -16.32 -10.26 -20.33
H -16.12 -12.16 -21.08
H -16.42 -10.87 -22.26
H -17.76 -11.43 -21.27
H -16.68 -10.50 -19.50
C -17.91 -11.31 -25.33
O -17.53 -10.26 -26.20
H -18.81 -11.78 -25.69
H -18.10 -10.84 -24.36
H -17.14 -12.07 -25.36
H -18.09 -9.46 -26.04
C -20.31 -16.63 -20.59
O -20.03 -15.19 -20.74
H -19.38 -17.17 -20.78
H -21.06 -16.90 -21.30
H -20.58 -16.76 -19.55
H -20.93 -14.83 -20.51
C -20.25 -12.02 -22.59
O -19.99 -10.77 -22.04
H -19.74 -12.77 -22.00
H -19.88 -12.06 -23.66
H -21.29 -12.32 -22.60
H -20.27 -10.87 -21.12
*
```

The calculation puts the highest occupied orbital energy at -9.631 eV. Its SMILES is CO.CO.CO.CO.CO.CO.CO.CO.CO. Its electronic energy is -28339.1827 eV. The HOMO-LUMO gap is 9.6700 eV.


# 2
Density functional theory data (wB97M-V/def2-TZVPD) for a 10-piece molecular cluster, C9H38N18O10 overall in a non-equilibrium geometry.

Geometry as ORCA input:
```
! RIJCOSX wB97M-V def2-TZVPD def2/J DEFGRID3
* xyz 0 1
N 1.36 4.72 0.48
C 1.89 3.51 0.10
N 2.68 2.83 0.92
O 1.60 3.08 -1.02
H 1.40 5.14 1.37
H 0.86 5.28 -0.24
H 2.65 3.04 1.96
H 2.73 1.88 0.55
N -0.40 -2.71 4.81
C -1.00 -2.00 3.72
N -1.04 -0.69 4.07
O -1.39 -2.58 2.71
H -0.20 -3.67 4.56
H 0.45 -2.24 5.06
H -1.40 0.09 3.56
H -0.76 -0.46 5.00
N 3.50 -2.64 1.28
C 2.38 -3.35 1.66
N 1.21 -2.75 1.25
O 2.33 -4.48 2.05
H 3.39 -1.62 1.07
H 4.39 -3.04 1.50
H 1.22 -1.72 1.16
H 0.36 -3.10 1.62
N -2.61 -2.27 -3.96
C -2.57 -0.91 -4.08
N -3.05 -0.47 -5.32
O -2.29 -0.10 -3.20
H -2.25 -2.75 -3.14
H -3.19 -2.72 -4.59
H -2.92 -1.09 -6.09
H -2.96 0.49 -5.63
N -2.50 5.50 -1.87
C -1.10 5.27 -1.71
N -0.74 3.92 -1.95
O -0.29 6.15 -1.39
H -3.14 4.80 -1.52
H -2.83 6.46 -1.67
H -1.38 3.44 -2.53
H 0.24 3.62 -1.80
N -1.23 -6.01 -1.39
C -0.92 -4.66 -1.70
N 0.28 -4.25 -1.21
O -1.83 -4.00 -2.27
H -0.72 -6.48 -0.64
H -2.20 -6.13 -1.40
H 0.51 -3.27 -1.28
H 0.68 -4.74 -0.44
N 1.71 1.27 3.63
C 0.76 1.80 4.54
N -0.38 2.29 3.95
O 0.99 1.81 5.72
H 2.56 0.90 4.07
H 1.43 0.82 2.79
H -0.78 3.02 4.48
H -0.35 2.48 2.95
N 2.57 0.65 -2.01
C 2.92 -0.21 -1.06
N 2.90 -1.51 -1.53
O 3.09 0.05 0.16
H 2.52 0.27 -2.95
H 2.25 1.64 -1.85
H 2.74 -1.59 -2.50
H 3.10 -2.30 -0.97
N -1.37 -1.02 -0.08
C -0.69 0.08 0.22
N -0.49 1.04 -0.70
O -0.19 0.31 1.36
H -1.66 -1.74 0.60
H -1.66 -1.20 -1.01
H -0.26 1.95 -0.41
H -1.06 1.06 -1.54
O -3.11 2.29 -2.14
H -3.76 2.02 -1.48
H -3.02 1.54 -2.69
*
```

The calculation puts the highest occupied orbital energy at -9.532 eV. Its SMILES is NC(N)=O.NC(N)=O.NC(N)=O.NC(N)=O.NC(N)=O.NC(N)=O.NC(N)=O.NC(N)=O.NC(N)=O.O. Its electronic energy is -57256.9822 eV. The HOMO-LUMO gap is 9.7775 eV.


# 3
Density functional theory data (wB97M-V/def2-TZVPD) for C9H39AsF6O10 as an isolated structure in a non-equilibrium geometry.

Geometry as ORCA input:
```
! RIJCOSX wB97M-V def2-TZVPD def2/J DEFGRID3
* xyz 0 1
O -1.45 3.25 21.97
H -0.62 3.19 21.44
H -2.09 3.91 21.55
H -1.28 3.40 22.91
As -2.52 1.32 18.58
F -2.16 3.01 19.07
F -3.79 1.38 19.79
F -2.90 -0.32 18.21
F -1.16 1.39 17.54
F -1.47 0.77 19.90
F -3.65 1.94 17.42
O -4.59 0.26 15.11
H -4.16 0.06 15.95
H -4.79 -0.60 14.73
O -6.93 1.90 18.66
H -7.27 1.86 17.75
H -6.09 1.42 18.62
O -3.38 4.74 20.81
H -4.34 4.62 20.84
H -3.12 4.34 19.96
O -6.16 1.08 21.91
H -7.02 1.40 21.62
H -5.60 1.16 21.13
O 0.26 4.09 20.07
H 1.07 4.62 20.05
H 0.13 3.78 19.17
O -1.86 -1.95 21.24
H -1.66 -1.06 20.92
H -2.30 -2.37 20.50
C -1.65 4.27 15.92
C -1.39 5.70 16.39
C 0.02 5.92 16.91
O -1.60 6.61 15.29
H -2.67 3.91 15.98
H -0.94 3.55 16.36
H -1.32 4.13 14.88
H -2.10 5.95 17.18
H 0.13 5.44 17.88
H 0.16 6.99 17.11
H 0.78 5.53 16.23
H -1.52 6.06 14.50
C -1.27 -0.58 14.55
C 0.21 -0.29 14.73
C 1.04 -0.45 13.46
O 0.25 1.13 15.00
H -1.50 -1.54 14.08
H -1.75 0.23 14.01
H -1.71 -0.73 15.54
H 0.76 -0.83 15.50
H 0.98 -1.43 12.98
H 2.07 -0.14 13.64
H 0.68 0.19 12.65
H -0.62 1.35 15.33
C -4.73 5.34 14.46
C -5.98 5.34 15.33
C -5.70 5.33 16.82
O -6.59 6.64 15.07
H -4.93 5.57 13.41
H -4.28 4.34 14.37
H -4.06 6.13 14.78
H -6.76 4.62 15.07
H -5.08 4.46 17.08
H -6.58 5.27 17.46
H -5.16 6.24 17.10
H -5.91 7.31 15.15
*
```

The calculation puts the highest occupied orbital energy at -9.891 eV. Its electronic energy is -107586.7167 eV. The HOMO-LUMO gap is 8.9206 eV.


# 4
Density functional theory data (wB97M-V/def2-TZVPD) for C9H3Cl5NO2TeZr as an isolated structure.

Geometry as ORCA input:
```
! RIJCOSX wB97M-V def2-TZVPD def2/J DEFGRID3
* xyz 1 1
Zr 1.58 -2.26 -0.71
Cl -0.13 4.69 0.80
C 0.30 3.16 0.15
C 0.04 2.89 -1.20
C 0.38 1.67 -1.76
Cl 0.05 1.38 -3.42
C 0.98 0.67 -0.99
O 1.33 -0.48 -1.56
C 1.25 0.95 0.38
C 1.89 0.05 1.27
O 2.22 -1.14 1.05
C 0.91 2.21 0.93
H -0.43 3.64 -1.81
H 2.15 0.44 2.26
H 1.13 2.42 1.97
Cl -2.90 -2.90 2.66
C -3.00 -2.68 0.92
Cl -3.82 -1.18 0.50
Cl -3.72 -4.07 0.12
C -1.61 -2.56 0.42
N -0.53 -2.47 0.04
Te 1.93 -4.42 -2.01
*
```

The calculation puts the highest occupied orbital energy at -11.244 eV. Its electronic energy is -86146.2784 eV. The HOMO-LUMO gap is 5.9883 eV.


ΔE to the lowest compared entry with this formula, charge and spin across the listed records, respectively: 590.8; 0.0; 0.0; 76.9 kJ/mol.